P.
The following is a DFT calculation (ωB97M-V/def2-TZVPD) of an isolated ion of composition C5H11N2O and charge -1.

Calculated values
E_LUMO: 3.8 eV
charge: -1
HOMO: -0.09482 hartree

The geometry in XYZ format:
```
19
Properties=species:S:1:pos:R:3:nbo_charge:R:1
C -1.270 1.804 0.021 -0.02
O -1.819 1.722 1.254 -0.97
C -0.013 0.886 -0.112 -0.09
C -0.276 -0.451 0.533 -0.44
C 0.909 -1.427 0.512 -0.26
C 0.295 -2.325 -1.573 -0.09
N 1.138 -2.278 -0.646 -0.39
N 1.091 1.538 0.670 -0.87
H -0.928 2.852 -0.195 0.07
H -1.981 1.532 -0.810 0.07
H 0.384 0.883 -1.133 0.15
H -1.113 -0.962 0.056 0.19
H -0.526 -0.243 1.570 0.25
H 0.756 -2.112 1.348 0.19
H 1.818 -0.847 0.651 0.22
H 0.418 -3.009 -2.425 0.14
H -0.583 -1.680 -1.692 0.15
H 0.653 1.607 1.595 0.36
H 1.046 2.511 0.376 0.34
```



Q.
The following is a DFT calculation (ωB97M-V/def2-TZVPD) of an isolated ion of composition C5H11N2O and charge -1.

Calculated values
E_LUMO: 3.4 eV
charge: -1
HOMO: -0.07653 hartree

The geometry in XYZ format:
```
19
Properties=species:S:1:pos:R:3:nbo_charge:R:1
C 1.351 2.627 -0.311 0.00
O 2.266 3.133 -1.153 -0.96
C 0.919 1.162 -0.651 -0.41
C -0.253 0.702 0.238 -0.45
C -0.674 -0.718 0.087 0.21
C -0.402 -1.632 1.030 -0.19
N -0.747 -3.014 0.788 -0.87
N -1.330 -1.028 -1.109 -0.83
H 0.402 3.217 -0.350 0.06
H 1.676 2.548 0.755 0.06
H 1.767 0.485 -0.498 0.17
H 0.671 1.057 -1.706 0.19
H -1.096 1.386 0.074 0.19
H 0.017 0.867 1.286 0.20
H 0.160 -1.360 1.914 0.17
H -1.061 -3.475 1.635 0.35
H 0.050 -3.522 0.436 0.35
H -1.620 -2.007 -1.112 0.38
H -2.097 -0.427 -1.352 0.37
```



Which of them is least stable? Easy: P.



P.
The following is a DFT calculation (ωB97M-V/def2-TZVPD) of C5H12N2 as an isolated structure.

Calculated values
⟨S²⟩: 0.757
E_LUMO (alpha / beta): 4.4 / 3.6 eV
multiplicity: 2
charge: -1
HOMO (alpha / beta): -0.08837 / -0.08083 hartree

The geometry in XYZ format:
```
19
Properties=species:S:1:pos:R:3:mulliken_spin:R:1
C 2.244 -0.606 0.624 0.01
C 1.210 -0.230 1.877 0.00
C 0.240 0.821 1.339 0.03
C -0.684 0.015 0.413 -0.02
N -2.264 0.515 -1.589 0.84
C -1.066 -0.204 -1.933 -0.09
N 0.131 -0.168 -0.829 0.10
H 2.925 -1.339 1.022 0.00
H 2.820 0.289 0.545 0.00
H 1.176 -0.794 -0.215 -0.01
H 1.831 0.239 2.664 0.00
H 0.852 -1.245 2.260 0.00
H -0.178 1.237 2.311 0.00
H 0.971 1.211 0.579 -0.01
H -1.088 -0.905 0.834 0.00
H -1.620 0.621 0.397 0.00
H -1.202 -1.338 -2.118 0.10
H -2.815 0.669 -2.458 -0.02
H -0.660 0.239 -2.906 0.06
```



Q.
The following is a DFT calculation (ωB97M-V/def2-TZVPD) of an isolated ion of composition C5H12N2 and charge -1.

Calculated values
⟨S²⟩: 0.754
E_LUMO (alpha / beta): 4.1 / 4.1 eV
multiplicity: 2
charge: -1
HOMO (alpha / beta): 0.01050 / -0.09740 hartree

The geometry in XYZ format:
```
19
Properties=species:S:1:pos:R:3:mulliken_spin:R:1
C 2.383 -0.475 -0.228 -0.01
C 0.953 -0.535 0.341 -0.02
C 0.160 0.735 0.068 0.03
C -1.348 0.539 0.194 -0.07
C -2.654 0.203 -1.759 0.55
N -1.776 -0.341 -0.867 0.38
N 0.989 -0.851 1.792 0.01
H 2.585 0.533 -0.606 0.00
H 2.541 -1.253 -0.972 0.00
H 3.112 -0.578 0.580 0.00
H 0.450 -1.410 -0.070 0.03
H 0.549 1.485 0.786 -0.05
H 0.361 1.166 -0.917 0.04
H -1.559 0.079 1.178 0.05
H -1.865 1.508 0.250 -0.02
H -3.533 0.778 -1.440 0.07
H -2.646 -0.278 -2.737 0.02
H 1.161 -0.001 2.317 0.00
H 0.138 -1.304 2.090 0.00
```



Which of them is least stable? Easy: P.



P.
The following is a DFT calculation (ωB97M-V/def2-TZVPD) of an isolated ion of composition C5H12N2 and charge -1.

Calculated values
⟨S²⟩: 0.756
E_LUMO (alpha / beta): 4.4 / 3.6 eV
multiplicity: 2
charge: -1
HOMO (alpha / beta): -0.06946 / -0.06535 hartree

The geometry in XYZ format:
```
19
Properties=species:S:1:pos:R:3:mulliken_spin:R:1
C -0.606 -0.771 1.838 -0.01
C -0.090 -1.486 0.571 -0.01
C 1.030 -0.558 -0.049 0.02
C 0.565 0.329 -1.256 -0.04
C -0.452 1.257 -0.616 0.07
N -0.024 1.670 0.813 0.05
N -0.162 -0.514 -2.256 0.93
H 0.046 -0.944 2.659 0.00
H -1.662 -0.881 2.127 0.00
H -0.404 0.237 1.500 0.01
H -0.947 -1.253 -0.201 0.01
H 0.320 -2.551 0.586 0.00
H 1.360 0.244 0.649 0.01
H 1.922 -1.200 -0.427 -0.01
H -1.398 0.729 -0.511 0.01
H -0.677 2.056 -1.339 -0.02
H -0.188 2.764 0.798 0.00
H 1.480 0.914 -1.657 -0.01
H -0.112 -0.042 -3.232 -0.02
```



Q.
The following is a DFT calculation (ωB97M-V/def2-TZVPD) of C5H12N2 as an isolated structure.

Calculated values
⟨S²⟩: 0.757
E_LUMO (alpha / beta): 4.3 / 4.2 eV
multiplicity: 2
charge: -1
HOMO (alpha / beta): 0.01354 / -0.12545 hartree

The geometry in XYZ format:
```
19
Properties=species:S:1:pos:R:3:mulliken_spin:R:1
C -0.636 0.559 1.229 0.14
C 0.769 1.124 1.220 0.44
C 1.663 0.160 -0.334 0.41
C 2.490 -0.905 -0.449 0.26
N -1.360 0.902 -0.011 0.03
C -2.102 -0.230 -0.565 0.02
N -1.291 -1.339 -1.063 0.00
H -0.539 -0.532 1.326 0.02
H -1.214 0.901 2.096 -0.07
H 1.429 0.807 2.025 -0.10
H 0.884 2.172 0.950 -0.04
H 1.815 1.100 -0.874 -0.02
H 3.378 -0.890 -1.109 -0.04
H 2.344 -1.818 0.116 0.00
H -0.637 1.091 -0.699 -0.10
H -2.783 -0.623 0.199 0.00
H -2.717 0.145 -1.378 -0.01
H -0.374 -1.378 -0.622 0.05
H -1.120 -1.244 -2.056 0.01
```



Which of them is least stable? Easy: P.



P.
The following is a DFT calculation (ωB97M-V/def2-TZVPD) of C21H25GeN3O4RhS as an isolated structure.

Calculated values
⟨S²⟩: 6.008
E_LUMO (alpha / beta): -2.6 / -5.5 eV
multiplicity: 5
charge: +1
HOMO (alpha / beta): -0.42708 / -0.45926 hartree

The geometry in XYZ format:
```
56
Properties=species:S:1:pos:R:3:mulliken_spin:R:1
Rh -0.245 -1.521 0.620 2.85
O 5.037 -1.374 3.130 0.00
C 5.153 -1.348 1.810 0.00
O 6.193 -1.150 1.245 0.00
C 3.920 -1.603 0.993 0.00
C 3.982 -1.684 -0.383 0.01
N 2.737 -1.897 -0.831 0.00
N 1.857 -1.963 0.175 0.05
C 2.560 -1.779 1.291 0.04
C 1.813 -1.765 2.592 0.01
O 2.433 -1.724 3.633 0.03
O 0.512 -1.778 2.500 0.19
H 4.117 -1.603 3.408 0.00
H 4.838 -1.617 -1.033 0.00
H 2.433 -2.042 -1.782 0.00
N 0.107 0.592 0.427 0.16
S -0.099 1.483 -0.891 0.00
C -1.515 2.516 -0.666 0.00
C -2.623 2.257 -1.459 0.00
C -3.775 3.009 -1.264 0.00
C -3.801 3.989 -0.284 0.00
C -2.680 4.239 0.503 0.00
C -1.523 3.504 0.313 0.01
C 1.210 2.683 -0.921 0.01
C 2.183 2.678 0.063 0.01
C 3.204 3.618 -0.011 0.00
C 3.238 4.530 -1.055 0.00
C 2.256 4.510 -2.040 0.00
C 1.233 3.580 -1.982 0.00
H -0.077 1.110 1.286 0.00
H -2.586 1.492 -2.225 0.00
H -4.646 2.828 -1.879 0.00
H -4.701 4.571 -0.133 0.00
H -2.706 5.014 1.257 0.00
H -0.637 3.712 0.902 0.00
H 2.158 1.946 0.859 0.00
H 3.975 3.632 0.749 0.00
H 4.036 5.258 -1.107 0.00
H 2.290 5.219 -2.857 0.00
H 0.463 3.560 -2.745 0.00
C -1.817 -4.108 -1.794 0.02
Ge -2.598 -3.523 -0.120 0.00
C -4.522 -3.672 -0.034 0.05
C -1.718 -4.371 1.394 0.03
C -2.250 -1.537 -0.044 0.52
H -1.993 -5.170 -1.965 0.00
H -0.738 -3.945 -1.768 -0.01
H -2.236 -3.550 -2.632 0.00
H -4.798 -4.724 -0.113 0.01
H -4.985 -3.120 -0.851 0.00
H -4.883 -3.281 0.916 -0.01
H -1.912 -5.444 1.396 0.00
H -2.073 -3.950 2.335 0.00
H -0.634 -4.242 1.355 -0.01
H -2.813 -1.005 0.727 0.02
H -2.352 -1.041 -1.010 0.02
```



Q.
The following is a DFT calculation (ωB97M-V/def2-TZVPD) of C21H25GeN3O4RhS as an isolated structure.

Calculated values
⟨S²⟩: 6.012
E_LUMO (alpha / beta): -2.5 / -5.4 eV
multiplicity: 5
charge: +1
HOMO (alpha / beta): -0.41893 / -0.45437 hartree

The geometry in XYZ format:
```
56
Properties=species:S:1:pos:R:3:mulliken_spin:R:1
Rh -1.174 0.087 0.194 2.72
O -5.086 -0.769 -4.409 0.00
C -5.759 -0.520 -3.298 0.00
O -6.953 -0.396 -3.269 0.00
C -4.986 -0.433 -2.014 -0.01
C -5.616 -0.326 -0.798 0.00
N -4.663 -0.293 0.147 -0.02
N -3.432 -0.367 -0.379 0.06
C -3.614 -0.443 -1.691 0.02
C -2.380 -0.445 -2.536 0.00
O -2.453 -0.635 -3.736 0.02
O -1.278 -0.208 -1.899 0.13
H -4.110 -0.824 -4.252 0.00
H -6.671 -0.283 -0.576 0.00
H -4.784 -0.242 1.145 0.00
N 0.825 0.650 -0.167 0.22
S 2.185 -0.214 -0.245 0.02
C 3.403 0.610 0.751 0.01
C 3.703 1.950 0.532 0.00
C 4.583 2.580 1.392 0.00
C 5.149 1.876 2.453 0.00
C 4.845 0.538 2.653 0.00
C 3.960 -0.106 1.798 0.01
C 2.812 0.054 -1.892 0.01
C 4.177 -0.035 -2.133 0.00
C 4.628 0.127 -3.433 0.00
C 3.724 0.366 -4.462 0.00
C 2.363 0.427 -4.203 0.00
C 1.890 0.260 -2.908 0.01
H 0.894 1.528 -0.679 -0.01
H 3.267 2.490 -0.301 0.00
H 4.833 3.622 1.236 0.00
H 5.834 2.377 3.124 0.00
H 5.294 -0.007 3.473 0.00
H 3.715 -1.153 1.939 0.00
H 4.878 -0.214 -1.328 0.00
H 5.687 0.067 -3.642 0.00
H 4.086 0.497 -5.474 0.00
H 1.660 0.595 -5.008 0.00
H 0.824 0.266 -2.703 -0.01
C -0.139 -1.614 1.993 0.08
Ge -1.707 -0.708 2.816 -0.05
C -3.172 -1.964 2.588 0.00
C -1.388 -0.311 4.692 0.09
C -1.913 1.100 1.945 0.66
H -0.097 -2.646 2.343 0.01
H 0.793 -1.103 2.228 -0.01
H -0.217 -1.698 0.889 -0.01
H -2.885 -2.869 3.125 0.00
H -3.318 -2.221 1.540 0.00
H -4.111 -1.612 3.019 0.00
H -1.290 -1.252 5.235 0.01
H -2.235 0.246 5.089 0.00
H -0.482 0.280 4.817 -0.01
H -1.187 1.807 2.342 0.02
H -2.918 1.513 1.937 0.01
```



Which of them is least stable? Easy: Q.